Entry 1:
DFT (the ωB97M-V functional and the def2-TZVPD basis) results for a 2-piece molecular cluster, C23H22O4 overall.

Summary:
2S+1   1
HOMO   -5.862 eV

CARTESIAN COORDINATES (ANGSTROEM)
C: -4.82 -0.53 -2.95
C: -3.79 0.55 -2.93
O: -2.48 -0.04 -2.99
C: -1.52 0.91 -2.88
C: -0.21 0.29 -2.93
C: 1.04 1.03 -2.91
O: 1.20 2.24 -2.79
C: 2.18 0.00 -2.99
C: 1.51 -1.34 -2.72
C: 0.00 -1.16 -3.01
O: -1.78 2.09 -2.73
H: -5.80 -0.05 -2.92
H: -4.77 -1.13 -3.87
H: -4.74 -1.19 -2.08
H: -3.91 1.22 -3.80
H: -3.89 1.15 -2.02
H: 2.62 0.01 -4.00
H: 2.98 0.23 -2.28
H: 1.95 -2.15 -3.32
H: 1.63 -1.61 -1.67
H: -0.62 -1.73 -2.31
H: -0.23 -1.55 -4.02
C: 5.13 -0.80 3.93
C: 5.11 0.11 2.86
C: 3.89 0.48 2.29
C: 2.67 -0.05 2.77
C: 1.40 0.32 2.18
O: 0.32 -0.28 2.76
C: -0.96 -0.01 2.31
C: -1.16 0.87 1.23
C: -2.49 1.11 0.80
C: -3.54 0.48 1.44
C: -3.31 -0.40 2.51
C: -2.02 -0.65 2.96
C: -0.03 1.44 0.62
C: 1.24 1.19 1.11
C: 2.72 -0.96 3.85
C: 3.93 -1.33 4.42
H: 6.08 -1.08 4.37
H: 6.04 0.53 2.47
H: 3.86 1.18 1.46
H: -2.62 1.80 -0.03
H: -4.56 0.68 1.11
H: -4.16 -0.89 3.00
H: -1.81 -1.33 3.78
H: -0.17 2.12 -0.23
H: 2.13 1.65 0.67
H: 1.80 -1.38 4.25
H: 3.93 -2.03 5.25

Entry 2:
DFT (the ωB97M-V functional and the def2-TZVPD basis) results for a 11-piece molecular cluster, C44H66O33 overall.

Summary:
2S+1   1
HOMO   -10.503 eV
SMILES   C[C@H]1COC(=O)O1.C[C@H]1COC(=O)O1.C[C@H]1COC(=O)O1.C[C@H]1COC(=O)O1.C[C@H]1COC(=O)O1.C[C@H]1COC(=O)O1.C[C@H]1COC(=O)O1.C[C@H]1COC(=O)O1.C[C@H]1COC(=O)O1.C[C@H]1COC(=O)O1.C[C@H]1COC(=O)O1

CARTESIAN COORDINATES (ANGSTROEM)
C: -1.57 -0.80 -3.72
C: -2.89 -0.99 -4.40
C: -3.40 0.22 -5.21
O: -3.74 -0.39 -6.45
C: -3.26 -1.66 -6.54
O: -3.18 -2.25 -7.57
O: -2.76 -2.03 -5.36
H: -0.70 -0.71 -4.37
H: -1.39 -1.70 -3.12
H: -1.59 0.05 -3.04
H: -3.61 -1.34 -3.65
H: -2.59 0.95 -5.29
H: -4.30 0.66 -4.80
C: 2.22 1.77 -6.05
C: 1.60 2.08 -4.68
C: 1.56 3.57 -4.34
O: 0.29 3.75 -3.82
C: -0.54 2.76 -4.24
O: -1.72 2.81 -4.13
O: 0.19 1.75 -4.78
H: 3.26 2.09 -6.13
H: 1.68 2.31 -6.83
H: 2.23 0.70 -6.25
H: 2.14 1.51 -3.92
H: 1.78 4.15 -5.24
H: 2.31 3.74 -3.57
C: 1.87 -5.93 -2.68
C: 3.07 -6.56 -1.98
C: 3.20 -6.19 -0.48
O: 3.18 -7.43 0.18
C: 3.02 -8.45 -0.70
O: 3.06 -9.60 -0.41
O: 2.81 -7.97 -1.94
H: 2.05 -5.81 -3.75
H: 1.59 -4.96 -2.25
H: 0.97 -6.54 -2.57
H: 4.01 -6.33 -2.50
H: 2.36 -5.52 -0.31
H: 4.19 -5.75 -0.33
C: -2.87 2.03 3.35
C: -3.43 3.42 3.40
C: -3.76 4.10 4.72
O: -3.36 5.44 4.51
C: -2.66 5.55 3.36
O: -2.20 6.54 2.90
O: -2.57 4.35 2.75
H: -1.89 2.00 3.83
H: -2.79 1.69 2.32
H: -3.55 1.36 3.87
H: -4.34 3.45 2.77
H: -3.18 3.64 5.53
H: -4.84 4.04 4.84
C: 4.39 -3.24 -4.14
C: 3.97 -1.78 -4.24
C: 4.68 -0.93 -3.20
O: 5.27 0.11 -3.99
C: 5.18 -0.14 -5.30
O: 5.62 0.54 -6.16
O: 4.47 -1.29 -5.51
H: 5.47 -3.32 -3.99
H: 4.18 -3.80 -5.05
H: 3.85 -3.67 -3.30
H: 2.90 -1.63 -4.31
H: 5.41 -1.42 -2.56
H: 3.96 -0.42 -2.56
C: -4.74 3.03 -2.62
C: -3.82 2.42 -1.61
C: -4.36 2.42 -0.15
O: -4.32 1.05 0.22
C: -3.68 0.34 -0.70
O: -3.26 -0.77 -0.59
O: -3.55 1.03 -1.84
H: -5.29 3.88 -2.21
H: -5.52 2.33 -2.94
H: -4.29 3.32 -3.57
H: -2.85 2.93 -1.64
H: -5.35 2.86 -0.10
H: -3.69 2.99 0.50
C: -3.78 -2.86 2.29
C: -3.41 -2.13 3.58
C: -2.72 -3.08 4.55
O: -1.59 -2.33 5.01
C: -1.45 -1.25 4.26
O: -0.57 -0.45 4.42
O: -2.44 -1.10 3.34
H: -2.86 -3.23 1.83
H: -4.24 -2.17 1.58
H: -4.44 -3.70 2.48
H: -4.28 -1.69 4.07
H: -2.40 -3.99 4.04
H: -3.40 -3.36 5.35
C: 0.35 -3.43 1.72
C: 1.63 -4.00 2.25
C: 2.03 -3.71 3.68
O: 2.61 -4.94 4.12
C: 2.12 -5.94 3.36
O: 2.32 -7.09 3.59
O: 1.54 -5.45 2.26
H: 0.12 -3.80 0.72
H: 0.34 -2.35 1.58
H: -0.53 -3.74 2.29
H: 2.50 -3.86 1.61
H: 1.21 -3.44 4.36
H: 2.67 -2.84 3.77
C: 2.08 1.15 4.99
C: 0.94 1.81 5.78
C: 1.44 2.62 6.98
O: 0.91 3.93 6.77
C: 0.26 3.97 5.59
O: -0.30 4.92 5.14
O: 0.46 2.85 4.90
H: 1.69 0.47 4.23
H: 2.63 0.48 5.65
H: 2.68 1.91 4.49
H: 0.17 1.12 6.11
H: 2.53 2.69 7.08
H: 1.01 2.18 7.88
C: 0.03 0.35 1.15
C: 0.05 0.26 -0.37
C: 1.28 0.94 -0.95
O: 1.87 -0.08 -1.72
C: 1.27 -1.26 -1.54
O: 1.71 -2.26 -2.02
O: 0.24 -1.12 -0.68
H: -0.18 1.35 1.51
H: 0.90 -0.10 1.63
H: -0.75 -0.32 1.52
H: -0.90 0.62 -0.78
H: 1.90 1.23 -0.09
H: 1.05 1.85 -1.51
C: 2.39 4.70 2.20
C: 0.92 4.80 1.81
C: 0.59 6.01 0.92
O: -0.30 5.41 -0.06
C: -0.24 4.08 0.03
O: -0.88 3.30 -0.63
O: 0.69 3.70 0.90
H: 2.99 4.90 1.31
H: 2.64 3.75 2.68
H: 2.64 5.37 3.03
H: 0.24 4.75 2.66
H: 1.47 6.45 0.46
H: 0.01 6.74 1.48

Entry 3:
DFT (the ωB97M-V functional and the def2-TZVPD basis) results for an isolated ion of composition C4H6N2 and charge +2.

Summary:
2S+1   1
HOMO   -22.549 eV
SMILES   C1=[NH+]CC2=[N+]1C2
Total charge   +2

CARTESIAN COORDINATES (ANGSTROEM)
C: -0.59 1.23 0.04
C: 0.62 -0.59 -0.10
C: -0.77 -0.99 -0.05
C: 1.91 0.01 0.08
N: -1.45 0.25 0.03
N: 0.67 0.80 -0.06
H: -1.05 2.19 -0.18
H: -1.35 -1.71 -0.76
H: -0.69 -1.44 0.98
H: 2.41 -0.12 0.97
H: 2.68 -0.06 -0.70
H: -2.39 0.45 -0.26

Entry 4:
DFT (the ωB97M-V functional and the def2-TZVPD basis) results for C19H14N3O2PtS3 as an isolated structure.

Summary:
2S+1   1
HOMO   -4.489 eV
Total charge   -1

CARTESIAN COORDINATES (ANGSTROEM)
Pt: -1.49 -0.67 0.47
S: -4.18 -1.22 4.03
C: -3.21 -1.03 2.73
S: -3.61 -1.27 1.06
S: -1.53 -0.56 2.74
C: 2.55 -0.07 -0.99
C: 1.25 -0.49 -0.81
N: 0.50 -0.06 0.21
C: 1.03 0.79 1.08
C: 2.34 1.24 1.00
C: 3.10 0.82 -0.07
C: 2.85 2.16 2.04
C: 2.67 2.04 3.35
C: 2.06 0.90 4.07
C: 1.31 1.11 5.21
C: 0.80 -0.01 5.85
N: 1.04 -1.24 5.42
C: 1.75 -1.33 4.31
N: 2.29 -0.34 3.61
H: 3.11 -0.43 -1.83
H: 0.76 -1.18 -1.49
H: 0.38 1.12 1.88
H: 4.13 1.16 -0.19
H: 3.37 3.04 1.68
H: 3.00 2.85 3.99
H: 1.11 2.11 5.58
H: 0.20 0.09 6.75
H: 1.93 -2.33 3.93
O: -1.74 -0.93 -1.60
C: -1.48 0.00 -2.45
O: -0.93 1.08 -2.22
C: -1.88 -0.34 -3.87
C: -1.62 0.57 -4.89
C: -1.97 0.29 -6.20
C: -2.60 -0.91 -6.50
C: -2.87 -1.82 -5.49
C: -2.52 -1.54 -4.18
H: -1.13 1.50 -4.62
H: -1.77 1.00 -6.98
H: -2.88 -1.14 -7.52
H: -3.37 -2.76 -5.72
H: -2.72 -2.23 -3.37

Entry 5:
DFT (the ωB97M-V functional and the def2-TZVPD basis) results for a 2-piece molecular cluster, C4H11NO2 overall.

Summary:
2S+1   1
HOMO   -10.005 eV
SMILES   CC(N)=O.CCO

CARTESIAN COORDINATES (ANGSTROEM)
C: -1.11 0.16 -1.36
C: -1.96 -1.06 -1.12
O: -3.15 -1.07 -1.29
N: -1.30 -2.19 -0.64
H: -0.94 0.63 -0.39
H: -1.60 0.89 -1.99
H: -1.71 -2.78 0.07
H: -0.31 -2.09 -0.58
H: -0.17 -0.12 -1.84
C: 1.47 1.46 1.07
C: 0.90 0.14 1.49
O: 2.58 1.31 0.16
H: 0.79 2.15 0.56
H: 1.90 2.07 1.87
H: 0.01 0.36 2.09
H: 2.29 1.06 -0.71
H: 1.68 -0.45 1.97
H: 0.64 -0.47 0.63

Record-wise ΔE to the lowest compared entry with this formula, charge and spin values, in eV: 1.630, 1.238, 3.391, 0.000, 0.886
Record-wise HOMO-LUMO gap values, in eV: 3.40, 10.35, 10.56, 6.50, 10.62
Record-wise max |F| values, in hartree/bohr: 0.046, 0.042, 0.064, 0.001, 0.038